1.
9
Properties=species:S:1:pos:R:3 method="wB97M-V/def2-TZVPD" charge=0 spin_multiplicity=1 e_homo_ha=-0.3215 e_above_lowest_kcal_mol=0.0 e_lumo_ev=0.9234 smiles=CP(F)#[PH2] max_force_ev_per_a=2.89
P -0.4603 0.3443 -0.6800
P -0.7436 -1.6378 0.1612
F -1.6520 0.9593 0.2491
C 1.1174 0.9530 0.2645
H 1.0976 2.0010 0.3505
H -2.2205 -1.5108 -0.2720
H 1.1216 0.4926 1.2945
H -0.2981 -2.2286 -1.0382
H 2.0379 0.6270 -0.3296


2.
9
Properties=species:S:1:pos:R:3 method="wB97M-V/def2-TZVPD" charge=0 spin_multiplicity=1 e_homo_ha=-0.3275 e_above_lowest_kcal_mol=20.9 e_lumo_ev=-0.0861 max_force_ev_per_a=4.03
I 0.0080 -2.0099 -1.2285
N -0.0316 -0.4902 0.2755
N 1.1936 0.0213 0.6700
C -0.9711 0.4725 -0.3299
H -0.4785 1.0860 -1.1551
H 1.4230 -0.3071 1.5984
H -2.0035 0.0661 -0.4706
H -1.0943 1.1831 0.6106
H 1.9543 -0.0217 0.0294


3.
10
Properties=species:S:1:pos:R:3 method="wB97M-V/def2-TZVPD" charge=0 spin_multiplicity=1 e_homo_ha="-0.3245 / -0.3245" e_above_lowest_kcal_mol=10.0 e_lumo_ev="-0.5873 / -0.5892" smiles="O=NI.CN" max_force_ev_per_a=3.76
I -0.7095 2.0899 -2.3962
O 0.5053 2.3593 0.2412
N -0.6336 -0.5067 -0.1445
N 0.3462 1.5206 -0.5355
C 0.4530 -0.9678 0.6331
H -1.2997 0.0601 0.3849
H -1.0392 -1.2855 -0.5580
H 1.0614 -0.1641 0.9315
H 0.2319 -1.6168 1.3968
H 1.0842 -1.4890 0.0468


4.
9
Properties=species:S:1:pos:R:3 method="wB97M-V/def2-TZVPD" charge=0 spin_multiplicity=1 e_homo_ha="-0.3057 / -0.3057" e_above_lowest_kcal_mol=72.0 e_lumo_ev="-2.5577 / -2.5593" max_force_ev_per_a=2.11
I 3.1484 0.1092 -0.4170
S 2.3532 -0.3796 1.6792
Si -0.7849 0.3915 -0.8376
C -0.7670 -0.4269 0.8293
H -1.2937 -0.6949 -1.6421
H 0.7068 0.5643 -1.1680
H -0.9716 0.1440 1.7640
H -1.4932 1.8128 -1.1671
H -0.8981 -1.5202 0.9593


5.
9
Properties=species:S:1:pos:R:3 method="wB97M-V/def2-TZVPD" charge=0 spin_multiplicity=1 e_homo_ha=-0.2987 e_lumo_ev=0.2557 max_force_ev_per_a=5.16
In 0.4853 0.5668 2.8623
O 0.3229 0.7133 -1.1075
O 1.0276 0.1771 1.1374
C -0.4154 -0.6787 -0.4586
H -1.2496 -0.4711 0.2341
H 0.9685 0.8517 0.2756
H -1.0070 -0.9669 -1.3442
H -0.3763 1.3662 -1.1902
H 0.2438 -1.5583 -0.4090


6.
9
Properties=species:S:1:pos:R:3 method="wB97M-V/def2-TZVPD" charge=-1 spin_multiplicity=1 e_homo_ha=-0.1056 e_above_lowest_kcal_mol=8.7 e_lumo_ev=4.8409 max_force_ev_per_a=2.63
O 0.7290 0.0435 -2.5206
N -0.2999 -0.5389 -0.1036
N -0.3846 0.0662 2.2185
C -0.2206 0.2864 0.9605
H 0.4935 -0.4770 -1.6915
H -0.4835 0.9074 2.7693
H -0.3625 -1.5197 0.1877
H 0.2715 1.2147 0.5951
H 0.5358 0.9641 -2.3445


7.
9
Properties=species:S:1:pos:R:3 method="wB97M-V/def2-TZVPD" charge=+1 spin_multiplicity=1 e_homo_ha=-0.5571 e_above_lowest_kcal_mol=49.3 e_lumo_ev=-4.0839 smiles="N/C=[NH+]/O" max_force_ev_per_a=2.51
O -0.4952 1.6500 0.9540
N 0.2216 -1.3933 -0.5825
N 0.0227 0.7878 0.0478
C 0.0237 -0.4753 0.3491
H 0.5025 -1.0446 -1.4368
H -0.1859 -0.9068 1.3533
H 0.1984 1.1744 -0.9241
H -0.4671 2.5875 0.6865
H 0.1793 -2.3797 -0.4472


8.
9
Properties=species:S:1:pos:R:3 method="wB97M-V/def2-TZVPD" charge=+1 spin_multiplicity=1 e_homo_ha=-0.6489 e_above_lowest_kcal_mol=88.6 e_lumo_ev=-6.5882 smiles="C[N+](N)=O" max_force_ev_per_a=4.92
O 1.5996 -0.0472 1.0219
N 1.1353 0.7198 -0.9906
N 0.8859 -0.0965 0.0483
C -0.2244 -0.9248 -0.0017
H 2.0718 1.3070 -0.9597
H -0.0602 -1.7701 0.6325
H 0.5871 0.8432 -1.8090
H -0.3201 -1.2570 -1.0085
H -1.0656 -0.2062 0.3509


9.
9
Properties=species:S:1:pos:R:3 method="wB97M-V/def2-TZVPD" charge=+1 spin_multiplicity=1 e_homo_ha="-0.6449 / -0.6450" e_above_lowest_kcal_mol=92.3 e_lumo_ev="-6.9688 / -6.9695" smiles="C[N+](N)=O" max_force_ev_per_a=6.00
O 1.5777 0.5343 -0.1068
N 0.3980 -1.2723 0.1572
N 0.4560 0.0047 0.0587
C -0.6369 0.9026 0.0588
H -0.3301 -1.8476 -0.2778
H -0.9019 1.4562 0.9947
H -1.4598 0.3803 -0.4139
H 1.2669 -1.8160 0.2243
H -0.3699 1.6577 -0.6953


10.
10
Properties=species:S:1:pos:R:3 method="wB97M-V/def2-TZVPD" charge=+1 spin_multiplicity=1 e_homo_ha=-0.5661 e_above_lowest_kcal_mol=0.0 e_lumo_ev=-4.0800 max_force_ev_per_a=4.58
O 1.7809 0.7511 -0.7335
O -3.2930 0.9636 -0.3441
N -1.5079 -0.5465 0.0358
N 1.4440 -0.2033 0.2349
C -2.5115 0.1774 -0.1576
H -1.4651 -1.5660 0.0151
H 1.8964 -1.0696 -0.0442
H 1.4423 1.6672 -0.4316
H 0.3767 -0.3164 0.2921
H 1.8373 0.1426 1.1331


11.
10
Properties=species:S:1:pos:R:3 method="wB97M-V/def2-TZVPD" charge=-1 spin_multiplicity=1 e_homo_ha=-0.1538 e_above_lowest_kcal_mol=28.2 e_lumo_ev=4.0447 max_force_ev_per_a=2.74
S 1.3197 -2.0623 -0.5593
O -1.4366 2.0680 0.3419
N -1.1662 -0.1331 0.9265
N 0.5280 0.9211 -0.2222
C -0.7141 1.0864 0.3183
H -0.5942 -0.9422 0.8908
H 2.3266 -1.8905 -1.5245
H 0.8345 1.8234 -0.6918
H 1.0472 -0.5152 -0.3204
H -2.1449 -0.3555 0.8406


12.
9
Properties=species:S:1:pos:R:3 method="wB97M-V/def2-TZVPD" charge=0 spin_multiplicity=1 e_homo_ha="-0.2895 / -0.3337" e_above_lowest_kcal_mol=100.3 e_lumo_ev="-0.7037 / -0.7689" max_force_ev_per_a=4.57
P -2.1271 -0.4446 -0.9008
N -1.8177 0.5672 0.2284
N 0.4961 -0.4154 0.7234
C 1.4614 -0.1789 -0.2237
H 1.9355 0.7925 0.1098
H 0.8245 0.0172 -1.2206
H 1.9763 -1.0505 -0.4526
H -0.2759 0.2013 0.6740
H -2.4732 0.5113 1.0621